<A>
22
Properties=species:S:1:pos:R:3 method="wB97M-V/def2-TZVPD" gap_ev=10.02 smiles="CCCC(=O)NCC(N)=O" spin_multiplicity=1 lumo_energy_ev=0.50
C -3.41 -0.94 0.08
C -1.95 -0.66 0.40
C -1.51 0.74 -0.06
C -0.08 1.01 0.32
O 0.24 1.42 1.44
N 0.85 0.72 -0.62
C 2.24 1.07 -0.46
C 3.08 0.07 0.32
N 3.04 -1.21 -0.05
H -3.60 -0.88 -1.00
H -3.71 -1.95 0.42
H -4.07 -0.21 0.57
H -1.78 -0.75 1.49
H -1.31 -1.42 -0.08
H -1.66 0.83 -1.14
H -2.13 1.50 0.44
H 0.56 0.28 -1.48
H 2.70 1.18 -1.46
H 2.33 2.03 0.06
O 4.05 0.47 0.98
H 2.14 -1.66 -0.15
H 3.99 -1.66 -0.01



<B>
22
Properties=species:S:1:pos:R:3 method="wB97M-V/def2-TZVPD" gap_ev=11.01 smiles=C[C@@]1(C[C@@H](O)C#N)CN1.O spin_multiplicity=1 lumo_energy_ev=0.56
C -0.30 2.63 -0.18
C 0.25 1.29 -0.62
C -0.55 0.11 -0.10
C 0.09 -1.27 -0.33
O 1.38 -1.36 0.24
C -0.76 -2.34 0.25
N -1.39 -3.29 0.48
C 1.01 1.22 -1.89
N 1.71 1.11 -0.61
H 0.31 3.45 -0.56
H -1.33 2.75 -0.55
H -0.33 2.69 0.92
H -0.70 0.24 0.99
H -1.55 0.12 -0.56
H 0.14 -1.47 -1.42
H 1.83 -0.52 -0.04
H 1.00 0.32 -2.51
H 1.13 2.15 -2.45
H 2.21 1.96 -0.36
O -1.48 -3.10 3.45
H -0.58 -3.20 3.09
H -2.10 -3.51 2.78



<C>
22
Properties=species:S:1:pos:R:3 method="wB97M-V/def2-TZVPD" gap_ev=9.74 spin_multiplicity=1 lumo_energy_ev=0.74
C 0.59 0.10 4.77
O 1.52 -0.09 3.72
C 1.45 0.90 2.75
C 2.13 0.62 1.45
C 0.61 0.65 1.53
N -0.14 -0.57 1.45
C -0.26 -1.12 0.12
C -1.25 -0.41 -0.76
N -2.38 0.09 -0.57
H 0.70 1.10 5.22
H -0.45 -0.01 4.40
H 0.78 -0.67 5.52
H 1.47 1.92 3.15
H 2.66 1.44 0.95
H 2.59 -0.36 1.35
H 0.11 1.51 1.09
H 0.25 -1.26 2.08
H 0.70 -1.14 -0.42
H -0.60 -2.16 0.20
O -0.73 0.21 -2.03
H 0.24 0.13 -2.03
H -2.46 0.75 -1.50



<D>
22
Properties=species:S:1:pos:R:3 method="wB97M-V/def2-TZVPD" gap_ev=10.36 smiles="CC(C)(C#N)CN.O=CO" spin_multiplicity=1 lumo_energy_ev=0.38
C 2.28 0.89 7.03
C 2.90 -0.28 7.80
C 1.96 -1.50 7.76
C 4.30 -0.65 7.23
N 4.22 -1.03 5.83
C 4.76 1.27 4.45
O 5.12 2.09 5.25
C 3.10 0.12 9.21
N 3.26 0.44 10.31
H 1.31 1.17 7.46
H 2.94 1.76 7.03
H 2.11 0.58 5.99
H 1.78 -1.78 6.72
H 2.40 -2.36 8.29
H 0.99 -1.27 8.22
H 4.95 0.23 7.30
H 4.74 -1.44 7.86
H 3.82 -1.95 5.69
H 3.73 1.17 4.06
H 5.18 -1.06 5.35
O 5.71 0.47 3.77
H 5.32 0.08 2.98



Relative calculated energies, zero for the most stable structure, unit eV: <A> 0.000; <B> 1.979; <C> 3.467; <D> 0.968.



<A>
22
Properties=species:S:1:pos:R:3 method="wB97M-V/def2-TZVPD" gap_ev=10.24 spin_multiplicity=1 lumo_energy_ev=0.84
C -2.21 0.41 0.87
C -1.39 0.26 -0.36
C -0.51 1.36 -0.88
C 0.74 1.53 -0.04
C 1.62 0.15 0.10
C 1.06 -1.02 0.84
H -3.04 1.09 0.58
H -2.69 -0.64 1.00
H -1.72 0.70 1.74
H -1.13 2.27 -0.91
H -0.17 1.13 -1.88
H 1.50 2.18 -0.47
H 0.60 1.90 0.98
H 0.43 -1.67 0.15
H 1.94 -1.60 1.18
H 0.32 -0.79 1.59
H 3.79 -1.10 -1.13
H -1.68 -2.58 -1.02
N 2.72 0.12 -0.51
N -1.53 -0.75 -1.13
O 3.43 -1.04 -0.23
O -2.08 -1.90 -0.45



<B>
22
Properties=species:S:1:pos:R:3 method="wB97M-V/def2-TZVPD" gap_ev=9.77 smiles="NC(=O)[C@H](N)[C@H]1CC[C@H]1O" spin_multiplicity=1 lumo_energy_ev=0.68
N 1.04 -2.05 0.30
C 0.48 -0.71 0.46
C 1.58 0.32 0.21
N 2.23 0.34 -0.95
C -0.77 -0.45 -0.38
C -2.07 -1.19 0.01
C -2.85 0.11 -0.26
C -1.52 0.89 -0.22
O -1.23 1.47 1.04
H 0.45 -2.73 0.76
H 1.07 -2.31 -0.68
H 0.23 -0.58 1.53
H -0.55 -0.62 -1.44
H -2.33 -2.08 -0.58
H -2.07 -1.47 1.08
H -3.29 0.13 -1.27
H -3.60 0.42 0.48
H -1.35 1.64 -1.02
H -1.65 2.33 1.10
O 2.25 0.84 1.13
H 1.66 0.40 -1.79
H 3.20 0.81 -0.60



<C>
22
Properties=species:S:1:pos:R:3 method="wB97M-V/def2-TZVPD" gap_ev="7.34 / 7.39" spin_multiplicity=1 lumo_energy_ev="-0.08 / -0.05"
C 0.19 -0.68 -0.12
C 1.67 -0.49 0.17
C -0.49 -1.54 0.92
C -0.08 -1.11 -1.54
C -1.78 0.93 -0.33
C -0.28 1.32 -0.06
N 0.40 1.93 -1.13
O -0.62 1.11 2.19
N -0.13 1.91 1.11
O -2.72 0.36 0.02
H -0.67 1.75 2.91
H -0.18 2.26 -1.89
H 1.01 2.66 -0.78
H 2.15 -1.47 0.25
H 1.81 0.04 1.12
H 2.16 0.07 -0.62
H -1.58 -1.45 0.89
H -0.15 -1.31 1.92
H -0.27 -2.60 0.71
H -1.14 -1.30 -1.71
H 0.27 -0.36 -2.26
H 0.44 -2.05 -1.75



Relative calculated energies, zero for the most stable structure, unit eV: <A> 2.624; <B> 0.000; <C> 3.387.



<A>
12
Properties=species:S:1:pos:R:3 method="wB97M-V/def2-TZVPD" gap_ev=10.09 smiles="N=C(N)N.O" spin_multiplicity=1 lumo_energy_ev=0.92
N 0.10 2.00 -0.96
C 0.01 0.81 -0.24
N -0.44 -0.26 -0.99
N 0.41 0.64 0.96
H 0.07 2.80 -0.34
H -0.56 2.13 -1.72
H -0.11 -0.21 -1.95
H -0.28 -1.16 -0.55
H 0.69 1.50 1.41
H 0.13 -1.90 1.66
H 0.70 -3.21 1.20
O -0.10 -2.67 1.11



<B>
12
Properties=species:S:1:pos:R:3 method="wB97M-V/def2-TZVPD" gap_ev=10.34 spin_multiplicity=1 lumo_energy_ev=0.88
N 2.16 -0.06 -0.40
O 1.02 0.75 -0.74
H 0.67 0.43 -1.67
H 2.58 0.47 0.37
H 1.72 -0.88 0.04
N -1.63 0.58 0.67
C -1.07 -0.38 -0.12
N -0.58 -1.48 0.26
H -1.05 0.85 1.45
H -2.00 1.39 0.19
H -0.59 -1.55 1.28
H -1.23 -0.12 -1.32



<C>
12
Properties=species:S:1:pos:R:3 method="wB97M-V/def2-TZVPD" gap_ev=9.24 smiles="N=C(N)N.O" spin_multiplicity=1 lumo_energy_ev=0.49
N 1.44 0.17 -0.23
C 0.25 0.42 -0.86
N -0.89 0.88 -0.11
N -0.06 0.25 -2.15
H 1.92 -0.74 -0.75
H 1.61 0.19 0.76
H -0.95 1.48 0.67
H -1.74 0.81 -0.62
H 0.76 -0.05 -2.78
H -1.25 -1.26 1.92
H -0.50 -0.51 2.90
O -0.60 -1.44 2.56



Relative calculated energies, zero for the most stable structure, unit eV: <A> 0.000; <B> 3.246; <C> 1.367.



<A>
21
Properties=species:S:1:pos:R:3 method="wB97M-V/def2-TZVPD" gap_ev=9.89 smiles=O.O.O.O.O.O.S spin_multiplicity=1 lumo_energy_ev=0.15
S -3.76 0.33 -0.02
H -2.43 0.47 -0.02
H -3.90 1.53 -0.59
H -0.70 -1.11 0.87
H -1.07 -2.48 0.31
O -0.76 -1.62 0.01
H 0.75 2.86 -0.25
H 1.76 1.82 -0.07
O 1.13 2.34 0.47
H 0.10 -0.88 -2.85
H 0.26 -0.90 -1.29
O 0.75 -0.95 -2.14
H 2.95 1.25 -1.70
H 1.90 0.12 -1.51
O 2.69 0.55 -1.09
H 1.11 -0.32 1.74
H 0.13 0.87 1.60
O 0.17 -0.07 1.85
H 2.10 -1.73 0.91
H 2.78 -0.45 0.50
O 2.75 -1.09 1.23



<B>
21
Properties=species:S:1:pos:R:3 method="wB97M-V/def2-TZVPD" gap_ev=10.50 smiles=O.O.O.O.O.O.S spin_multiplicity=1 lumo_energy_ev=0.31
S -1.82 1.68 3.06
H -2.84 0.65 3.20
H -0.91 0.72 3.09
H -1.47 -0.45 -0.05
H -1.88 -1.75 -0.68
O -1.20 -1.38 -0.13
H 1.61 1.37 0.12
H 2.24 1.12 -1.40
O 1.49 1.59 -0.89
H 1.88 -2.68 0.98
H 0.46 -1.97 0.74
O 1.45 -1.83 0.73
H 4.06 -0.73 -1.30
H 2.67 -1.28 -1.12
O 3.28 -0.88 -1.71
H -1.97 1.85 -0.04
H -0.65 1.63 -0.73
O -1.56 1.31 -0.75
H 0.25 -1.27 -3.66
H -0.69 -0.93 -2.68
O -0.17 -1.70 -2.92



Relative calculated energies, zero for the most stable structure, unit eV: <A> 0.000; <B> 0.888.



<A>
21
Properties=species:S:1:pos:R:3 method="wB97M-V/def2-TZVPD" gap_ev=10.25 smiles=O.O.O.O.O.O.S spin_multiplicity=1 lumo_energy_ev=0.32
S 5.63 -0.91 -1.03
H 4.69 -1.41 -1.84
H 5.04 0.29 -1.01
H 1.61 -0.94 -0.82
H 1.26 -2.33 -0.31
O 0.87 -1.47 -0.49
H -0.89 -1.02 -0.99
H -2.19 -0.29 -0.58
O -1.80 -0.84 -1.27
H -2.49 2.83 1.11
H -2.17 1.43 0.67
O -1.76 2.19 1.09
H -3.85 -0.43 3.75
H -4.83 0.69 3.50
O -4.45 -0.09 3.07
H 0.57 1.78 -0.68
H 1.44 1.66 0.56
O 1.46 1.94 -0.36
H -4.62 0.06 0.73
H -4.22 -0.89 -0.39
O -4.31 0.05 -0.19



<B>
21
Properties=species:S:1:pos:R:3 method="wB97M-V/def2-TZVPD" gap_ev=10.10 smiles=O.O.O.O.O.O.S spin_multiplicity=1 lumo_energy_ev=0.34
S -1.84 -0.67 -0.01
H -2.44 0.46 0.39
H -0.96 -1.19 0.86
H -0.20 0.44 -3.30
H -0.10 0.08 -1.85
O -0.23 0.85 -2.43
H -2.38 -4.28 5.11
H -1.72 -4.91 3.88
O -2.39 -4.28 4.15
H 2.59 1.41 -2.42
H 2.76 1.54 -3.87
O 3.16 1.08 -3.12
H -0.29 3.50 -0.56
H 0.47 2.37 -1.27
O 0.49 2.94 -0.49
H 1.88 0.46 -0.10
H 2.92 -0.62 -0.15
O 1.97 -0.49 -0.18
H -0.33 1.24 1.38
H 0.74 1.80 2.25
O 0.31 0.96 2.04



Relative calculated energies, zero for the most stable structure, unit eV: <A> 0.000; <B> 0.526.



<A>
16
Properties=species:S:1:pos:R:3 method="wB97M-V/def2-TZVPD" gap_ev=9.23 spin_multiplicity=1 lumo_energy_ev=-1.96
C -3.06 -0.12 0.11
C 1.53 0.26 -0.04
N -2.99 -0.94 -0.96
N -1.86 -1.52 -0.92
N -1.25 -1.06 0.16
N -1.97 -0.17 0.83
N 1.36 -0.98 0.26
N 2.90 0.87 0.02
N 0.43 1.23 -0.25
O 2.13 -1.85 0.47
O 3.78 0.17 0.42
O -0.32 0.99 -1.16
O -0.12 -1.55 0.58
O 2.94 2.01 -0.34
O 0.41 2.16 0.50
H -3.90 0.50 0.33



<B>
16
Properties=species:S:1:pos:R:3 method="wB97M-V/def2-TZVPD" gap_ev=9.79 smiles="O=[N+]([O-])C(n1ncnn1)([N+](=O)[O-])[N+](=O)[O-]" spin_multiplicity=1 lumo_energy_ev=-1.79
C -0.48 2.16 -1.66
C 0.08 -0.69 0.46
N 0.47 1.71 -2.37
N -0.79 1.30 -0.65
N 0.89 0.58 -1.82
N 0.12 0.40 -0.84
N -0.25 -2.10 0.05
N -1.03 -0.18 1.46
N 1.54 -0.44 1.15
O 0.04 -3.01 0.79
O -1.98 -0.84 1.76
O 2.29 0.20 0.48
O -0.88 -2.20 -0.98
O -0.75 0.90 1.80
O 1.68 -0.90 2.24
H -0.94 3.09 -1.88



Relative calculated energies, zero for the most stable structure, unit eV: <A> 0.753; <B> 0.000.